No. 1
# C25H15CrNO6S

C25H15CrNO6S as an isolated structure (wB97M-V/def2-TZVPD, OMol25).

Results
Energy ... -2910.1157 Eh
Net charge ... +1
⟨S²⟩ ... 3.81
Spin multiplicity ... 4

Last column: Löwdin charge in e.
Positions of all 49 atoms, in Å:
1 O -0.12 3.27 -6.23  0.201
2 C -0.16 3.40 -5.07  -0.042
3 Cr -0.45 3.38 -3.17  0.291
4 C -0.74 1.56 -3.42  -0.092
5 O -1.00 0.44 -3.64  0.194
6 C -2.28 3.57 -3.64  -0.056
7 O -3.37 3.56 -4.05  0.195
8 C 0.36 5.32 -2.69  -0.097
9 C 1.41 4.40 -2.84  -0.120
10 C 1.41 3.18 -2.15  -0.062
11 C 0.41 2.85 -1.20  -0.233
12 C 0.29 1.51 -0.52  0.085
13 C 0.09 0.41 -0.02  0.102
14 C -0.30 -1.04 0.21  -0.266
15 C 0.69 -1.98 -0.51  -0.153
16 C 0.68 -3.34 -0.20  -0.021
17 C 1.56 -4.25 -0.81  -0.057
18 C 2.51 -3.79 -1.74  -0.077
19 C 2.55 -2.42 -2.05  -0.068
20 C 1.62 -1.53 -1.46  -0.037
21 C -0.64 3.78 -1.08  -0.075
22 C -0.65 5.01 -1.77  -0.087
23 H 0.30 6.23 -3.30  0.154
24 H 2.21 4.64 -3.55  0.149
25 H 2.24 2.48 -2.32  0.157
26 H -1.28 -1.21 -0.26  0.173
27 H -0.02 -3.73 0.53  0.114
28 H 1.50 -5.32 -0.58  0.113
29 H 3.21 -4.49 -2.22  0.111
30 H 3.28 -2.03 -2.78  0.106
31 H 1.65 -0.48 -1.72  0.085
32 H -1.45 3.54 -0.39  0.161
33 H -1.48 5.70 -1.61  0.151
34 C -2.02 -3.08 5.73  -0.043
35 C -2.32 -2.93 4.38  0.018
36 C -1.45 -2.26 3.51  -0.119
37 C -0.32 -1.67 4.04  -0.209
38 C 0.00 -1.79 5.40  -0.020
39 C -0.84 -2.52 6.25  -0.039
40 S 0.61 -0.77 2.82  0.776
41 O 0.42 0.65 2.91  -0.259
42 O 1.93 -1.34 2.79  -0.247
43 N -0.42 -1.38 1.54  -0.099
44 C -1.56 -2.06 2.04  -0.357
45 O -2.46 -2.44 1.29  0.103
46 H -2.67 -3.65 6.42  0.122
47 H -3.25 -3.35 4.01  0.126
48 H 0.90 -1.34 5.79  0.124
49 H -0.59 -2.66 7.32  0.123


No. 2
# C25H16FeN7O6Se2

C25H16FeN7O6Se2 as an isolated structure (wB97M-V/def2-TZVPD, OMol25).

Results
Energy ... -7863.5652 Eh
ΔE to the lowest compared entry with this formula, charge and spin ... 0.531 eV
⟨S²⟩ ... 0.81
Spin multiplicity ... 2

Last column: Löwdin charge in e.
Positions of all 57 atoms, in Å:
1 Fe -1.08 -0.03 -0.79  0.701
2 O 3.54 3.29 -0.55  0.052
3 C 3.96 2.11 -1.05  -0.270
4 C 5.33 1.96 -1.26  -0.016
5 C 5.84 0.77 -1.74  -0.083
6 C 4.99 -0.31 -2.01  -0.093
7 C 3.63 -0.16 -1.81  -0.027
8 C 3.10 1.04 -1.33  -0.074
9 C 1.63 1.13 -1.14  -0.395
10 O 0.91 0.14 -1.43  -0.060
11 N 1.14 2.29 -0.71  0.053
12 N -0.21 2.17 -0.63  -0.025
13 C -0.90 3.23 -0.49  -0.071
14 C -2.35 3.05 -0.43  -0.266
15 C -3.20 4.13 -0.25  -0.018
16 C -4.57 3.90 -0.19  -0.054
17 C -5.01 2.59 -0.29  -0.032
18 C -4.08 1.57 -0.45  -0.095
19 N -2.78 1.79 -0.53  0.103
20 H 2.57 3.22 -0.41  0.062
21 H 5.98 2.80 -1.04  0.116
22 H 6.90 0.67 -1.90  0.103
23 H 5.39 -1.24 -2.39  0.097
24 H 2.95 -0.96 -2.02  0.109
25 H -0.45 4.21 -0.42  0.133
26 H -2.79 5.13 -0.18  0.113
27 H -5.26 4.71 -0.07  0.111
28 H -6.07 2.35 -0.25  0.111
29 H -4.42 0.55 -0.52  0.083
30 Se 0.97 -5.01 4.47  1.133
31 N 0.43 -3.32 4.56  -0.223
32 C 0.26 -2.91 3.33  -0.329
33 C -0.19 -1.56 2.99  -0.068
34 C -0.44 -0.56 3.93  0.029
35 C -0.84 0.68 3.48  -0.009
36 C -0.95 0.90 2.11  -0.055
37 N -0.71 -0.04 1.21  0.086
38 C -0.34 -1.25 1.64  -0.101
39 C -0.08 -2.24 0.61  -0.102
40 N -0.28 -1.81 -0.64  0.029
41 C 0.02 -2.59 -1.67  -0.068
42 C 0.51 -3.88 -1.47  0.009
43 C 0.69 -4.35 -0.19  0.037
44 C 0.39 -3.51 0.89  -0.065
45 C 0.55 -3.87 2.29  -0.327
46 N 0.96 -5.04 2.69  -0.220
47 H -0.33 -0.78 4.98  0.125
48 H -1.05 1.48 4.16  0.115
49 H -1.25 1.87 1.73  0.107
50 H -0.15 -2.17 -2.65  0.128
51 H 0.73 -4.49 -2.33  0.122
52 H 1.05 -5.35 0.00  0.125
53 O -4.45 -0.76 -2.47  -0.416
54 Se -3.02 -1.34 -2.06  0.896
55 O -2.75 -2.89 -2.32  -0.415
56 O -1.73 -0.38 -2.59  -0.449
57 O -2.67 -0.94 -0.39  -0.462


No. 3
# C25H16N6

One molecule with the formula C25H16N6 (wB97M-V/def2-TZVPD, OMol25).

Results
Energy ... -1290.7117 Eh
ΔE to the lowest compared entry with this formula, charge and spin ... 0.000 eV
SMILES ... c1ccc(-c2nnc3nn4c(-c5ccccc5)cnnc4c3c2-c2ccccc2)cc1

Last column: Löwdin charge in e.
Positions of all 47 atoms, in Å:
1 N 1.14 1.93 -2.67  0.028
2 N 0.45 1.33 -1.71  0.115
3 N 2.79 1.46 1.06  0.170
4 N 0.61 -0.19 3.36  0.095
5 N 1.71 0.43 2.92  0.102
6 C 2.43 2.43 -2.46  -0.037
7 C 3.10 2.33 -1.26  -0.095
8 C 1.08 1.22 -0.44  -0.131
9 C -0.49 -0.35 2.59  -0.167
10 C 7.16 3.70 -0.91  -0.083
11 C -3.91 -2.14 4.42  -0.086
12 C -3.53 -1.35 -1.51  -0.079
13 C 6.80 2.49 -0.34  -0.064
14 C 6.22 4.42 -1.62  -0.085
15 C -4.09 -1.13 3.47  -0.069
16 C -2.61 -2.49 4.82  -0.070
17 C -3.22 0.04 -1.42  -0.064
18 C -2.79 -2.23 -0.76  -0.082
19 C 5.48 2.02 -0.47  -0.006
20 C 4.90 4.02 -1.70  -0.040
21 C -2.97 -0.55 2.89  -0.034
22 C -1.48 -1.87 4.23  -0.018
23 C -2.24 0.51 -0.55  -0.056
24 C -1.74 -1.79 0.08  -0.018
25 C 4.49 2.78 -1.17  -0.165
26 C -1.67 -0.93 3.22  -0.186
27 C -1.51 -0.42 0.21  -0.208
28 C -0.44 -0.02 1.18  -0.021
29 C 1.74 0.88 1.65  -0.303
30 C 0.69 0.67 0.76  -0.080
31 N 2.36 1.71 -0.22  0.029
32 H 2.96 2.82 -3.30  0.105
33 H 8.15 4.10 -0.81  0.099
34 H -4.73 -2.64 4.87  0.089
35 H -4.24 -1.72 -2.21  0.089
36 H 7.51 1.84 0.16  0.103
37 H 6.50 5.43 -2.01  0.118
38 H -5.07 -0.88 3.10  0.102
39 H -2.42 -3.25 5.60  0.105
40 H -3.81 0.73 -2.03  0.107
41 H -3.00 -3.29 -0.86  0.104
42 H 5.26 1.05 -0.03  0.104
43 H 4.18 4.68 -2.17  0.113
44 H -3.18 0.23 2.18  0.109
45 H -0.52 -2.20 4.60  0.103
46 H -2.04 1.59 -0.45  0.123
47 H -1.12 -2.54 0.59  0.134


No. 4
# C25H17Cl2HfIN4O2

C25H17Cl2HfIN4O2 as an isolated structure (wB97M-V/def2-TZVPD, OMol25).

Results
Energy ... -2598.2029 Eh
Net charge ... +2

Last column: Löwdin charge in e.
Positions of all 52 atoms, in Å:
1 Hf -0.09 -0.14 0.26  1.744
2 Cl 3.97 4.05 -3.67  0.751
3 C 3.32 2.91 -2.55  -0.653
4 C 3.74 2.92 -1.22  -0.043
5 C 3.23 2.00 -0.32  0.007
6 C 2.29 1.07 -0.73  -0.311
7 O 1.82 0.15 0.18  -0.213
8 C 1.86 1.06 -2.07  -0.137
9 C 0.95 0.05 -2.62  -0.008
10 N 0.11 -0.59 -1.89  -0.051
11 C -0.64 -1.74 -2.30  -0.204
12 C -1.19 -1.94 -3.53  0.017
13 C -1.89 -3.14 -3.80  -0.023
14 C -2.00 -4.10 -2.83  0.016
15 C -1.45 -3.89 -1.54  -0.127
16 C -1.47 -4.86 -0.51  0.054
17 C -0.89 -4.59 0.70  0.005
18 C -0.32 -3.33 0.91  -0.080
19 N -0.26 -2.40 -0.03  -0.008
20 C -0.79 -2.69 -1.27  -0.155
21 C 2.41 1.97 -2.98  -0.041
22 H 4.49 3.63 -0.91  0.127
23 H 3.58 1.98 0.71  0.138
24 H 1.02 -0.19 -3.68  0.156
25 H -1.08 -1.20 -4.31  0.128
26 H -2.32 -3.30 -4.78  0.126
27 H -2.52 -5.03 -3.04  0.134
28 H -1.96 -5.82 -0.69  0.141
29 H -0.89 -5.32 1.50  0.129
30 H 0.06 -3.07 1.88  0.100
31 H 2.11 1.95 -4.02  0.127
32 Cl 0.51 2.62 6.58  0.780
33 C 0.06 1.67 5.21  -0.590
34 C -0.42 0.41 5.40  -0.136
35 C -0.81 -0.40 4.29  -0.642
36 I -1.57 -2.28 4.67  1.042
37 C -0.70 0.09 3.03  -0.376
38 O -1.07 -0.61 1.90  -0.294
39 C -0.18 1.39 2.82  -0.150
40 N -0.04 1.82 1.52  -0.014
41 C 0.39 3.04 1.29  -0.101
42 C 0.73 3.93 2.32  -0.006
43 C 0.64 3.51 3.61  0.032
44 C 0.19 2.20 3.91  -0.148
45 H -0.52 0.02 6.40  0.106
46 H 0.49 3.34 0.25  0.123
47 H 1.06 4.93 2.07  0.126
48 H 0.92 4.17 4.42  0.112
49 N -1.84 1.16 -0.67  0.037
50 H -1.51 1.97 -1.19  0.082
51 H -2.39 1.53 0.11  0.085
52 H -2.48 0.67 -1.28  0.087